# C37H51EuN15O3P3

C37H51EuN15O3P3 as an isolated structure in a non-equilibrium geometry (ωB97M-V/def2-TZVPD, the Open Molecules 2025 dataset).

```
110
Properties=species:S:1:pos:R:3:forces:R:3
Eu 12.1153 11.5881 10.0209 -0.08 0.77 -0.72
O 14.9820 9.6735 13.7595 1.00 -0.49 1.41
C 14.8858 10.6775 14.6899 1.07 -2.26 0.76
C 15.5582 10.5065 15.9278 -3.35 4.91 -0.09
C 15.3242 11.5338 16.8998 1.45 -0.72 -0.70
C 14.5191 12.6342 16.6709 -0.76 -0.09 -0.40
C 13.8388 12.7041 15.4699 -0.63 0.49 -0.16
C 14.0513 11.7314 14.4923 -1.13 1.03 -1.09
C 13.2658 11.8449 13.1932 0.79 0.53 -0.41
O 13.6591 11.3557 12.0703 -0.12 -0.64 0.91
N 12.2293 12.5912 13.3989 -2.51 0.38 -0.90
N 11.3691 12.7224 12.2707 -0.58 0.21 1.46
C 10.1569 13.0524 12.6136 1.34 -0.03 1.09
C 9.1398 13.2685 11.5941 -2.83 -0.82 -2.73
C 7.6979 13.5038 11.7047 1.94 0.22 1.63
C 6.8173 13.5950 10.6001 0.50 -1.14 0.69
C 7.3319 13.3044 9.3568 2.02 0.28 0.70
C 8.7412 13.0450 9.3296 -0.53 0.33 -1.45
N 9.5948 12.9994 10.3275 -0.51 0.32 1.12
H 14.7377 9.9604 12.8862 -0.63 0.91 -0.86
H 16.3116 9.8873 16.1427 2.39 -2.88 0.31
H 15.9619 11.5745 17.7865 -0.31 -0.44 -0.06
H 14.3490 13.4077 17.4066 0.19 -0.08 0.18
H 13.0339 13.4557 15.2533 1.25 -0.64 0.29
H 9.9492 13.1541 13.6996 -0.11 0.07 -0.72
H 7.3238 13.5906 12.7450 0.04 0.11 -0.80
H 5.7323 13.6658 10.7359 0.49 0.35 0.20
H 6.7658 13.3302 8.4411 -0.05 -0.09 -0.06
H 9.2451 12.9187 8.3741 -0.27 -0.24 -0.12
N 12.1733 11.9062 5.9912 0.62 1.86 -1.42
C 12.1529 13.1516 6.6237 -0.27 -0.70 1.38
N 12.2787 14.2982 6.0031 0.20 -0.18 -0.48
N 12.0342 15.2304 6.9387 -1.15 -0.87 1.03
N 11.7011 14.6012 8.0592 1.41 2.60 0.52
N 11.8993 13.3148 7.9689 -0.81 -1.27 -2.27
C 11.7563 10.7445 6.5336 -0.46 -0.71 1.34
N 11.6490 9.7005 5.7080 0.57 1.91 -0.14
N 11.3479 8.7523 6.5000 -1.31 -5.22 0.70
N 11.2175 9.0432 7.7431 0.37 1.62 -0.71
N 11.4731 10.4040 7.8225 0.60 0.63 -1.00
H 12.1201 11.9266 4.9451 0.16 0.01 1.68
C 9.5277 8.6246 16.5496 -3.78 -0.29 -1.61
P 9.6096 10.3526 15.7901 -1.08 -1.11 -1.47
C 11.2210 10.9471 16.2189 2.23 -1.76 1.67
C 9.7572 9.8084 13.9717 -1.82 0.45 1.17
C 10.8813 9.4049 13.3198 -0.35 0.15 -3.36
C 10.8700 9.0178 11.8978 1.20 0.30 3.10
C 9.6932 8.9789 11.2589 -2.46 0.49 -2.43
C 8.4954 9.4514 11.9327 0.40 0.02 -0.08
C 8.4667 9.8229 13.2897 1.93 -0.98 -1.53
P 6.8866 10.2987 14.0617 -0.49 -0.81 -0.27
C 6.2004 8.5946 14.6256 1.75 2.54 -2.71
C 5.8286 10.5557 12.5360 3.26 0.70 1.02
H 10.4385 8.1512 16.7588 1.43 -0.42 0.60
H 8.9460 7.8351 15.7781 1.33 2.36 2.06
H 8.8511 8.8186 17.4402 1.01 -0.89 -0.76
H 11.9872 10.1087 16.1112 -0.75 0.81 0.40
H 11.2311 11.2784 17.3066 0.06 -0.23 -1.39
H 11.6271 11.6776 15.5555 -0.34 0.93 -0.33
H 11.8620 9.6256 13.6079 1.26 -0.08 1.41
H 11.8544 8.7793 11.4629 -0.67 -0.06 -0.03
H 9.6573 8.7045 10.1305 -0.05 0.50 2.04
H 7.5704 9.6247 11.3527 0.87 -0.60 0.17
H 6.4435 7.7240 14.1108 0.92 -1.31 -1.17
H 5.1997 8.7038 14.5547 -3.61 0.51 -0.62
H 6.3139 8.4802 15.6052 1.19 -0.53 4.24
H 5.6192 9.7875 11.9057 -1.04 -2.85 -1.21
H 6.2870 11.2360 11.8494 0.67 0.87 -0.03
H 5.0291 11.0427 12.9141 -3.08 1.28 0.96
O 14.3594 12.1285 9.1666 0.84 -0.22 -0.11
P 15.7933 11.7362 8.9139 -0.80 0.66 0.45
N 16.6089 11.8539 10.3786 -0.37 0.40 -0.80
C 17.9416 11.5307 10.8669 0.95 -1.67 -1.27
C 17.7093 11.5640 12.3925 0.32 0.34 -0.33
C 16.8040 12.8199 12.5430 -0.24 -1.35 0.47
C 16.1526 12.9838 11.1616 0.81 1.56 0.55
N 15.9989 10.1690 8.4626 0.24 0.62 0.43
C 15.3978 9.8705 7.1489 -0.23 -1.14 -0.39
C 15.1557 8.3543 7.3102 -0.84 -0.56 0.20
C 14.6377 8.2659 8.7621 -2.74 1.08 -1.37
C 15.5304 9.1873 9.4650 2.44 -0.98 1.76
N 16.3562 12.6526 7.6601 0.53 -1.04 0.18
C 17.6380 12.3783 7.0203 0.30 1.77 2.62
C 18.0423 13.7645 6.5503 0.00 -0.08 -1.67
C 16.7025 14.3991 6.0024 0.44 -0.35 1.44
C 15.6124 13.6726 6.9187 -0.48 0.47 -0.19
H 18.7745 12.2659 10.6082 -1.12 -0.43 0.05
H 18.2447 10.5334 10.3492 -0.35 1.43 1.31
H 18.6415 11.5645 12.9659 -0.07 0.34 -0.12
H 17.1622 10.6996 12.7295 -0.26 -0.46 -0.13
H 17.2984 13.6549 12.9805 0.91 1.02 -0.53
H 16.0666 12.6725 13.3167 -0.50 -0.56 0.03
H 16.5562 13.9077 10.7152 -0.25 0.07 -0.03
H 15.0812 13.0533 11.2027 -0.25 -0.10 0.00
H 16.0743 10.0171 6.3037 0.17 0.32 0.29
H 14.4965 10.4931 6.9855 0.11 -0.64 -0.05
H 16.0719 7.7806 7.1898 0.68 0.35 0.41
H 14.5436 7.8214 6.5875 -0.73 0.68 -0.13
H 14.5928 7.3081 9.2272 0.08 -0.85 0.09
H 13.5785 8.7104 8.8215 1.19 -0.82 -0.51
H 16.4012 8.5413 9.7938 -0.36 0.94 -0.18
H 15.1166 9.5704 10.4176 0.12 0.45 -0.73
H 17.6154 11.6624 6.2809 -0.52 -1.44 -2.24
H 18.3116 11.9314 7.7505 0.28 0.27 0.28
H 18.7938 13.6753 5.7359 -0.26 0.30 0.52
H 18.4413 14.3793 7.3554 0.02 -0.16 0.09
H 16.5951 14.1944 4.9293 -0.22 0.00 0.39
H 16.7785 15.5053 6.1658 -0.54 -0.99 -0.23
H 14.7380 13.2224 6.4114 0.69 0.31 -0.33
H 15.1584 14.3178 7.6654 0.01 0.48 -0.17
```
Forces are in eV/Å.

The calculation puts the energy above the lowest of the compared OMol25 structures with the same formula, charge and spin at 222.1 kJ/mol. Its HOMO energy (alpha / beta) is -4.3 / -4.5 eV. As for the spin multiplicity: 8. As for the LUMO energy (alpha / beta): 0.061 / 0.061 Eh. Its expectation value of S² is 15.759. As for the net charge: -1. As for the HOMO-LUMO gap (alpha / beta): 5.94 / 6.13 eV.

Atom charges from the Mulliken analysis, given in e for atoms 1 to 8:
1. Eu 1.254
2. O -0.786
3. C 0.992
4. C -1.370
5. C -0.460
6. C -1.082
7. C 0.333
8. C 0.365

---

# C37H51F5N2O5S4

A 5-piece molecular cluster, C37H51F5N2O5S4 overall in a non-equilibrium geometry (ωB97M-V/def2-TZVPD, the Open Molecules 2025 dataset).

```
104
Properties=species:S:1:pos:R:3:forces:R:3
F 8.2949 -4.5048 -1.5294 -1.55 2.00 2.20
C 7.6027 -3.5957 -0.6575 0.39 -2.58 -0.92
F 8.4972 -3.3249 0.3944 -2.54 -0.56 -2.22
F 6.4421 -4.3147 -0.2385 3.17 2.09 -0.44
C 7.1847 -2.3077 -1.5298 0.55 0.46 -0.76
F 8.1691 -2.2237 -2.5891 -1.89 -0.32 2.15
F 5.9549 -2.6122 -2.1669 2.37 0.64 1.33
C 7.2140 -0.9207 -0.7396 0.26 0.34 -0.28
C 5.9419 0.0342 -1.0024 0.94 0.35 -0.45
C 5.8656 1.0857 0.2000 0.39 1.24 -1.76
N 5.0049 0.7296 1.3590 -1.73 -1.18 -0.50
C 4.6849 -0.6960 1.4771 -1.15 -4.87 0.84
C 5.5752 -1.6906 2.3066 -2.13 -0.22 -1.12
C 5.2603 -3.1898 2.4995 -2.17 2.71 -2.35
C 3.9995 -3.7578 1.8087 0.80 2.81 -0.09
C 3.0412 -2.8549 0.9794 3.21 1.38 1.74
C 3.4054 -1.3585 0.8361 1.89 -0.71 1.60
S 2.3281 -0.1936 -0.1551 0.73 0.29 1.80
C 2.4401 1.3627 0.8749 1.44 2.35 2.20
C 1.2643 2.3443 1.0928 2.19 0.37 0.99
C -0.1315 2.0384 0.3575 0.36 0.05 -0.04
C -1.2120 1.3065 1.3075 -0.01 0.33 -0.55
C -2.6134 2.0828 1.1648 0.67 -0.07 1.00
S -3.4444 1.7953 -0.5007 -0.13 -0.43 0.90
C -4.0207 0.0380 -0.6283 0.44 -2.38 -0.14
S -3.1104 -0.9892 -1.6239 -1.27 1.66 1.21
N -5.1994 -0.5225 0.0429 1.22 3.33 -1.34
C -5.8581 0.4451 0.9722 -1.58 -0.76 1.24
C -7.0012 -0.4092 1.7648 0.54 0.44 -0.06
O -7.9913 -0.9685 0.8531 1.64 -0.40 0.61
C -7.2868 -1.8749 -0.0461 0.56 0.45 -1.06
C -6.2645 -0.9518 -0.9136 -1.60 -2.21 0.22
C 1.4785 3.6006 2.0101 3.09 -2.38 -0.35
C 2.8650 3.8375 2.6948 -0.70 -2.55 -2.14
C 4.0626 2.8615 2.4642 -3.69 -0.56 -0.80
S 5.7007 3.1778 3.3118 -1.13 -0.25 -0.32
C 3.8406 1.6133 1.5310 -2.03 2.49 1.31
H 8.1306 -0.3430 -1.1457 -1.38 -1.16 0.59
H 7.4419 -1.0607 0.3843 -0.72 -0.12 -1.88
H 4.9764 -0.5133 -1.2492 1.31 0.68 0.71
H 6.2054 0.6441 -1.9510 -0.52 -0.94 1.50
H 5.4400 2.0664 -0.2432 0.64 -1.54 0.79
H 6.9574 1.3481 0.4848 -1.74 -0.55 -0.01
H 6.5063 -1.2220 2.7898 -1.57 -0.88 -0.72
H 5.9870 -3.8210 3.1312 -1.47 1.03 -1.24
H 3.7997 -4.8776 1.9430 0.12 1.94 -0.35
H 2.0883 -3.2650 0.4857 1.75 0.74 0.91
H -0.5952 3.0150 -0.0496 0.92 -1.41 0.74
H 0.0336 1.3713 -0.5612 -0.02 1.07 1.36
H -1.3474 0.2259 0.9509 0.24 1.49 0.70
H -0.8036 1.3201 2.3796 -0.90 -0.02 -1.44
H -3.3160 1.8738 2.0399 0.91 0.19 -1.29
H -2.3715 3.2099 1.1791 -0.65 -1.66 -0.19
H -5.1705 0.8588 1.7875 -0.76 -0.59 -1.45
H -6.3952 1.2694 0.3899 0.87 -0.86 0.83
H -7.5170 0.2949 2.5087 0.53 -1.12 -1.19
H -6.4804 -1.2641 2.3437 -0.74 1.27 -0.83
H -6.7218 -2.6937 0.5437 -0.67 1.36 -0.80
H -8.0165 -2.3962 -0.7523 1.02 1.18 1.37
H -6.9071 -0.0696 -1.2983 1.27 -1.22 0.43
H -5.8755 -1.6154 -1.7651 -0.22 1.32 1.33
H 0.6373 4.3587 2.2135 1.41 -1.46 -0.50
H 3.0005 4.7484 3.3869 -0.16 -1.66 -1.31
H 5.4806 3.0448 4.6973 -0.56 -0.13 -1.48
C -10.4453 -4.7141 -3.1506 0.39 0.11 -0.11
C -10.4345 -4.0624 -1.7937 0.53 0.31 0.21
C -11.6903 -4.1562 -0.9694 0.15 0.22 0.35
O -9.4481 -3.4819 -1.3787 -0.82 -0.58 -0.39
H -9.4754 -4.5668 -3.6305 -0.13 -0.01 0.09
H -10.6252 -5.7862 -3.0467 -0.19 0.06 -0.08
H -11.2174 -4.2595 -3.7750 -0.09 -0.19 0.04
H -11.9257 -5.2036 -0.7686 -0.15 0.04 -0.15
H -12.5178 -3.6769 -1.4969 -0.05 -0.21 -0.03
H -11.5377 -3.6429 -0.0176 0.01 -0.06 -0.14
C 3.4476 2.6117 8.4406 0.46 -0.05 0.10
C 3.6310 2.5320 6.9489 0.47 -0.05 -0.30
C 2.3916 2.5567 6.0956 0.26 -0.04 -0.37
O 4.7407 2.4508 6.4520 -0.45 0.08 0.42
H 4.4249 2.5834 8.9276 -0.13 0.00 -0.08
H 2.9519 3.5482 8.7045 -0.17 -0.14 0.02
H 2.8585 1.7605 8.7885 -0.15 0.16 0.01
H 1.8487 3.4910 6.2555 -0.13 -0.13 0.11
H 1.7556 1.7030 6.3396 -0.11 0.15 0.10
H 2.6748 2.4923 5.0426 -0.05 -0.01 0.14
C -5.5787 3.6966 -3.2953 0.09 -0.39 0.02
C -7.0485 3.5401 -3.0096 -0.26 -0.72 0.13
C -7.8899 4.7890 -3.0013 -0.37 -0.16 0.08
O -7.5379 2.4469 -2.7938 0.23 0.53 -0.07
H -5.0990 2.7157 -3.2687 -0.07 0.13 0.01
H -5.4365 4.1290 -4.2882 0.05 0.17 0.12
H -5.1185 4.3320 -2.5356 0.02 0.12 -0.16
H -7.8508 5.2702 -3.9809 0.12 0.14 0.12
H -7.5319 5.4733 -2.2291 0.07 0.11 -0.18
H -8.9268 4.5253 -2.7819 0.15 0.01 -0.03
C 6.8894 -1.7752 -7.5987 -0.17 0.24 -0.30
C 6.6787 -0.9180 -6.3784 -0.33 0.70 0.04
C 7.1484 -1.4659 -5.0574 -0.18 0.36 -0.04
O 6.1493 0.1752 -6.4578 0.26 -0.52 0.01
H 6.5031 -1.2546 -8.4777 0.04 -0.05 0.14
H 7.9558 -1.9614 -7.7426 -0.06 -0.20 0.07
H 6.3521 -2.7195 -7.4868 0.21 -0.07 0.03
H 8.2261 -1.6382 -5.0884 -0.09 -0.21 0.01
H 6.6229 -2.3961 -4.8326 0.22 -0.06 -0.02
H 6.9323 -0.7428 -4.2687 0.01 -0.09 -0.16
```
Forces are in eV/Å.

Its HOMO energy is -8.1 eV. As for the LUMO energy: -0.012 Eh. Its structure (SMILES) is FC(F)(F)C(F)(F)CCCN1c2ccccc2Sc2c(CCCSC(=S)N3CCOCC3)ccc(S)c21.CC(C)=O.CC(C)=O.CC(C)=O.CC(C)=O. As for the net charge: 0. As for the HOMO-LUMO gap: 7.72 eV.

Atom charges from the Mulliken analysis, given in e for atoms 1 to 8:
1. F -0.280
2. C 0.438
3. F -0.244
4. F -0.192
5. C 1.087
6. F -0.317
7. F -0.304
8. C -0.857

---

Which formula does entry 2 have?
C37H51F5N2O5S4